# 1
A 3-piece molecular cluster, C4H6F4N2O overall in a non-equilibrium geometry, computed with wB97M-V/def2-TZVPD.

The geometry in XYZ format:
```
17
Properties=species:S:1:pos:R:3
C 1.9167 0.7417 0.5436
C -1.0491 -0.5048 -0.1818
C 1.3350 1.8876 1.1986
C -1.1769 -2.0196 0.0098
N 2.0945 -0.4429 0.6030
N -2.0602 0.2062 0.4619
O -0.2133 0.0296 -0.8782
F 2.5794 -1.3119 -0.2534
F 1.4840 -1.5229 1.8455
F -3.2461 -0.4807 0.5907
F -2.3513 1.5369 0.2577
H 0.5744 2.2167 0.4633
H 2.2368 2.5904 1.4102
H 0.8665 1.5681 2.1227
H -0.2524 -2.2463 0.5011
H -1.0607 -2.4016 -0.9651
H -2.1230 -2.2724 0.5154
```

Calculated values
HOMO energy (spin up / spin down) (eV): -7.5 / -10.6
Multiplicity: 3
Net charge: 0



# 2
One molecule with the formula C4H6FN in a non-equilibrium geometry, computed with wB97M-V/def2-TZVPD.

The geometry in XYZ format:
```
12
Properties=species:S:1:pos:R:3
H 2.5687 0.3216 0.4782
N 1.8034 -0.3965 0.0812
C 0.6842 0.1411 -0.0377
C 0.3578 1.5724 -0.0739
C -0.7599 -0.7954 -0.2400
C -1.1921 -1.8850 0.3994
F -1.3471 -0.2531 -1.3393
H 0.7105 2.0784 0.7573
H -0.7263 1.8191 -0.1263
H 0.6809 2.0284 -0.9689
H -2.0863 -2.2285 -0.1172
H -0.6937 -2.4027 1.1873
```

Calculated values
SMILES: [H]/N=C(\C)C(=C)F
HOMO energy (eV): -9.9
Net charge: 0



# 3
A 2-piece molecular cluster, C4H6FN2O overall in a non-equilibrium geometry, computed with wB97M-V/def2-TZVPD.

The geometry in XYZ format:
```
14
Properties=species:S:1:pos:R:3
C 2.2858 -0.3913 0.6343
C 2.4680 0.7069 -0.2429
C 0.6563 -0.2815 -0.7715
C -2.6387 0.1227 0.1806
N 1.1423 -1.0254 0.2204
N 1.4160 0.7878 -1.0664
O -1.5224 -0.3991 0.4153
F -2.7605 1.4446 0.3480
H 2.9518 -0.8399 1.2641
H 3.0956 1.5148 0.0777
H 0.0414 -0.5749 -1.5574
H -3.6512 -0.0838 0.5380
H -2.9129 -0.2248 -0.8299
H 0.7377 -1.9076 0.5589
```

Calculated values
HOMO energy (spin up / spin down) (eV): -14.8 / -15.8
Multiplicity: 3
Net charge: +1



# 4
C4H6FN2O3Ru as an isolated structure, computed with wB97M-V/def2-TZVPD.

The geometry in XYZ format:
```
17
Properties=species:S:1:pos:R:3
Ru 1.6350 -0.2748 -0.6118
N -0.3250 -0.8662 -1.6935
C -1.1549 -1.4153 -0.5892
C -1.0380 -0.5391 0.6282
O -1.9299 -0.2104 1.3486
N 0.2902 -0.0233 0.8541
C 0.4568 1.1548 1.5751
C 0.9140 2.2353 0.4489
O 0.7293 3.3812 0.6278
O 1.5583 1.6532 -0.5685
H -0.8106 -0.1286 -2.1983
H -0.1045 -1.6007 -2.3609
H -0.7688 -2.4050 -0.3385
H -2.2070 -1.5091 -0.8460
H 1.3548 1.1379 2.2003
H -0.4267 1.5033 2.0993
F 1.8271 -2.0931 -0.5758
```

Calculated values
HOMO energy (spin up / spin down) (eV): -14.2 / -14.9
Multiplicity: 5
Net charge: +1



# 5
A 2-piece molecular cluster, C4H6FN3 overall in a non-equilibrium geometry, computed with wB97M-V/def2-TZVPD.

The geometry in XYZ format:
```
14
Properties=species:S:1:pos:R:3
C 2.7461 0.6935 -0.4703
C 1.4691 1.1676 -0.3136
C -1.3069 -0.9406 0.5678
C -0.6110 0.4859 -1.4599
N 2.7392 -0.2186 -1.4687
N 1.5627 -0.3405 -1.9302
N 0.7434 0.4928 -1.2530
F -1.2463 1.6407 -1.2137
H 3.6423 0.9355 0.0601
H 1.0244 1.8787 0.3460
H -1.7432 -1.7544 0.0266
H -0.3243 -1.0654 0.9712
H -1.9622 -0.2171 1.0093
H -0.9843 -0.0654 -2.3073
```

Calculated values
HOMO energy (spin up / spin down) (eV): -8.8 / -8.4
Net charge: 0



# 6
An isolated ion of composition C4H6FN4O2 and charge +1 in a non-equilibrium geometry, computed with wB97M-V/def2-TZVPD.

The geometry in XYZ format:
```
17
Properties=species:S:1:pos:R:3
H 0.3996 -2.2169 -2.0780
N 0.6630 -1.3389 -1.5968
C 1.5638 -1.2788 -0.7635
F 2.4708 -2.1815 -0.2429
N 1.8788 -0.0811 -0.0579
C 1.3060 1.0332 0.3428
C -0.0713 1.3749 0.5429
C -1.2199 0.6166 0.4564
N -2.4557 1.0990 0.5080
N -1.1551 -0.8904 0.3665
O -1.9946 -1.5289 -0.2066
O -0.2511 -1.3639 0.9407
H 2.9282 -0.0229 -0.1309
H 2.0695 1.7880 0.4413
H -0.2614 2.4482 0.7501
H -2.6674 2.0666 0.3190
H -3.2032 0.4769 0.4091
```

Calculated values
SMILES: [H]/N=C(\F)N/C=C\C(=[NH2+])[N+](=O)[O-]
HOMO energy (eV): -14.2
Net charge: +1



# 7
A 2-piece molecular cluster, C4H6FNO overall in a non-equilibrium geometry, computed with wB97M-V/def2-TZVPD.

The geometry in XYZ format:
```
13
Properties=species:S:1:pos:R:3
C 0.1923 -1.6358 -1.1207
C 0.0286 0.4476 0.6884
C -0.9306 1.4158 0.1991
C 1.0989 0.0158 -0.2298
N -0.3460 -0.1697 1.7456
O 0.2832 -1.8733 -2.2584
F 2.1127 -0.7105 0.2519
H -0.3652 -2.1976 -0.2669
H -0.4353 2.3685 -0.0798
H -1.8520 1.5524 0.7738
H -1.2971 1.1289 -0.7600
H 1.2484 0.5696 -1.0809
H 0.2623 -0.9115 2.1378
```

Calculated values
HOMO energy (eV): -8.9
Net charge: 0



# 8
One molecule with the formula C4H6FNO in a non-equilibrium geometry, computed with wB97M-V/def2-TZVPD.

The geometry in XYZ format:
```
13
Properties=species:S:1:pos:R:3
O -0.4827 1.4117 -0.1458
C -0.2826 0.2080 -0.0950
C -1.6006 -0.6426 -0.2368
F -2.7856 -0.1228 0.2702
N 0.8794 -0.5359 0.0497
C 2.2520 -0.1378 -0.6767
C 2.2447 -0.0289 0.8135
H -1.5620 -1.0347 -1.2766
H -1.2785 -1.6100 0.5123
H 2.7381 -1.0908 -1.1710
H 2.4442 0.7587 -1.2201
H 2.8070 -0.8452 1.4267
H 1.9466 0.9930 1.2854
```

Calculated values
SMILES: O=C(CF)N1CC1
HOMO energy (eV): -9.8
Net charge: 0



# 9
A 2-piece molecular cluster, C4H6FNO2 overall in a non-equilibrium geometry, computed with wB97M-V/def2-TZVPD.

The geometry in XYZ format:
```
14
Properties=species:S:1:pos:R:3
C 0.6428 -0.3594 -1.2093
C 0.3134 1.8122 0.6028
C 0.2244 0.5415 -0.0581
C -0.1731 -1.2184 1.6497
N -0.4221 -0.5785 -2.0069
O 1.6524 -1.0509 -1.3380
O -0.8470 1.3235 -0.1851
F -0.7859 -0.5451 2.5867
H 0.0260 1.7185 1.6549
H 0.6740 2.7106 0.1627
H 0.8015 -1.3915 1.8245
H -0.7919 -2.1118 1.3067
H -1.1840 0.1070 -2.1380
H -0.1305 -0.9576 -2.8527
```

Calculated values
HOMO energy (spin up / spin down) (eV): -8.4 / -8.2
Net charge: 0



# 10
One molecule with the formula C4H6FNO2 in a non-equilibrium geometry, computed with wB97M-V/def2-TZVPD.

The geometry in XYZ format:
```
14
Properties=species:S:1:pos:R:3
C 0.3046 -1.0122 1.4891
C 0.1135 -0.7040 0.0580
C -0.0861 -1.3673 -1.0568
F -0.0278 -1.0776 -2.3698
N 0.2045 0.7338 -0.0903
O -0.3837 1.3938 1.1709
C -0.0238 1.5701 -1.0763
O -0.3584 2.7378 -0.8625
H 1.3759 -0.5639 1.6876
H -0.0349 -2.1728 1.6660
H -0.5133 -0.4022 1.9873
H -0.6274 -2.4808 -1.1927
H -0.0876 2.3292 0.6188
H 0.1444 1.0163 -2.0293
```

Calculated values
SMILES: C/C(=C/F)N(O)C=O
HOMO energy (eV): -9.3
Net charge: 0



# 11
C4H6FNO2 as an isolated structure in a non-equilibrium geometry, computed with wB97M-V/def2-TZVPD.

The geometry in XYZ format:
```
14
Properties=species:S:1:pos:R:3
C -0.9234 -1.4797 -0.2863
C -0.8694 -0.3050 0.8121
C 0.5425 0.0285 1.1037
C 0.9226 1.8940 -1.7216
H -1.4342 -1.0296 -1.3011
H -1.4057 -2.4173 0.1208
H 0.7797 0.5761 2.3173
H 1.2485 -1.0458 0.9236
H 0.6408 3.1945 -1.9143
H 1.5477 0.9887 -2.6366
N 0.4879 1.8657 -0.4533
O -1.7857 -0.2548 1.6040
O 0.9550 0.4945 -0.2219
F 0.4244 -1.7857 -0.5379
```

Calculated values
HOMO energy (eV): -9.5
Net charge: 0



# 12
A 2-piece molecular cluster, C4H6FNO2 overall in a non-equilibrium geometry, computed with wB97M-V/def2-TZVPD.

The geometry in XYZ format:
```
14
Properties=species:S:1:pos:R:3
C -0.7972 0.6692 2.1428
C -0.3744 -1.2308 -0.6024
C -0.0909 1.1984 -0.6390
C 0.5888 -0.1253 -0.9287
N 0.2410 0.4141 2.4942
O -1.1923 1.4463 -0.9294
O 1.8294 -0.3256 -0.2863
F 0.6518 2.1397 0.0067
H 0.1862 -2.2435 -0.8294
H -1.2077 -1.3458 -1.2467
H -0.7036 -1.3483 0.3999
H 0.8501 -0.2991 -1.9361
H -1.8393 0.7835 1.8403
H 1.8581 0.2671 0.5140
```

Calculated values
HOMO energy (spin up / spin down) (eV): -6.1 / -10.9
Multiplicity: 3
Net charge: 0